Molecular formula: C36H40LaN9O2S4
Method: DFT, ωB97M-V/def2-TZVPD

The energy above the lowest of the compared OMol25 structures with the same formula, charge and spin is 164.2 kJ/mol. The calculated total energy comes out at -3663.51906 hartree. For the strongest force on any atom, the calculation gives 0.0693 hartree/bohr. The net charge is 0.

```
92
Properties=species:S:1:pos:R:3:forces:R:3
La -0.755 -1.177 0.965 -0.56 -0.24 0.19
C 5.493 -1.728 4.851 -0.82 -1.33 0.40
C 4.254 -1.630 3.945 1.32 -0.22 -0.61
C 3.900 -0.363 3.469 0.03 -0.21 0.31
C 2.938 -0.138 2.487 0.45 0.02 -0.29
C 2.754 1.266 1.974 -0.83 -0.85 -1.10
N 3.530 1.583 0.813 -0.98 -0.50 1.06
C 3.497 0.685 -0.364 0.01 -0.83 0.88
C 2.806 1.405 -1.514 0.68 0.13 -1.78
C 2.642 0.622 -2.846 0.95 -1.14 -0.46
N 1.509 -0.289 -2.849 -1.79 -0.16 -0.53
C 0.588 -0.389 -3.771 -0.50 -0.37 -0.35
C -0.588 -1.250 -3.697 0.59 1.06 0.22
C -1.557 -1.218 -4.743 1.05 -0.48 2.21
C -2.707 -1.924 -4.603 0.12 -0.89 -2.05
C -3.793 -2.029 -5.651 -0.39 1.06 0.13
C -2.785 -2.744 -3.517 -2.38 -0.46 2.61
C -2.080 -2.557 -2.335 0.32 -1.55 0.13
C -2.505 -3.366 -1.163 -0.24 -0.42 -2.33
N -2.105 -3.394 0.014 0.80 1.53 1.48
C -2.851 -4.179 0.953 -0.75 -1.00 1.80
C -2.102 -4.424 2.302 0.50 -0.24 -0.53
C -0.565 -4.656 2.179 -0.98 -0.68 -1.56
N 0.232 -3.417 2.154 0.80 -0.97 -0.46
C 1.464 -3.582 2.515 -0.18 0.55 0.67
C 2.480 -2.524 2.543 -0.44 0.74 -0.18
C 3.529 -2.701 3.435 -0.65 -1.84 0.96
C 2.299 -1.251 1.911 -1.19 -0.70 -1.32
O 1.521 -1.197 0.790 1.68 0.17 2.09
C -0.867 -1.849 -2.427 0.11 0.52 -0.73
O -0.039 -1.692 -1.466 -0.24 -0.19 1.08
H 5.275 -2.375 5.742 0.21 0.76 -0.61
H 5.702 -0.728 5.134 0.21 0.85 0.83
H 6.462 -2.090 4.456 -0.80 -0.14 -0.51
H 4.440 0.482 3.893 -0.15 0.03 -0.18
H 2.867 2.064 2.692 0.15 -0.08 0.44
H 3.326 2.558 0.646 0.35 0.07 -0.76
H 3.030 -0.287 -0.089 -0.35 1.08 -0.21
H 4.520 0.296 -0.550 -0.21 0.97 -0.56
H 3.474 2.243 -1.831 -0.55 -0.24 0.46
H 1.813 1.826 -1.288 0.39 -0.16 0.37
H 3.492 -0.118 -3.024 -0.43 1.46 0.19
H 2.520 1.309 -3.722 0.20 -0.56 0.80
H 1.218 -0.895 -2.045 0.45 0.24 0.25
H 0.637 0.192 -4.693 0.47 0.18 0.27
H -1.361 -0.653 -5.588 0.35 1.12 -1.62
H -3.590 -1.271 -6.458 -0.47 -0.89 0.65
H -4.727 -1.753 -5.090 0.50 -0.21 -0.98
H -3.922 -3.048 -6.072 0.22 0.66 0.22
H -3.691 -3.394 -3.443 0.82 0.36 -0.11
H -3.249 -4.108 -1.430 -0.64 -0.11 -0.30
H -3.195 -5.171 0.563 0.49 0.66 -0.15
H -3.788 -3.662 1.275 0.62 -0.01 -0.63
H -2.641 -5.294 2.754 0.75 0.72 -0.02
H -2.181 -3.559 2.960 -0.49 0.08 0.14
H -0.399 -5.271 1.229 0.06 0.93 0.98
H -0.209 -5.265 2.978 0.15 -0.61 0.80
H 1.804 -4.487 3.112 -0.58 0.49 -1.09
H 3.568 -3.798 3.784 0.64 1.91 -0.09
S 0.710 1.487 1.699 0.77 0.11 -0.53
C 0.194 2.068 3.250 -0.11 0.81 0.75
C 0.472 3.456 3.520 0.11 -0.51 0.31
N 0.772 4.531 3.813 -0.06 0.10 -0.33
C -0.412 1.288 4.216 -0.16 -0.46 -0.03
S -0.773 -0.395 4.028 0.24 0.65 0.33
C -0.763 1.986 5.478 0.72 -1.46 -2.62
N -0.966 2.640 6.385 -0.43 0.78 1.51
S -3.547 -0.636 1.807 -0.80 0.29 0.38
C -3.634 0.413 0.439 1.05 -0.51 -0.43
C -4.530 1.482 0.194 1.05 -0.99 0.97
C -4.398 2.120 -0.991 -1.49 1.12 -1.02
C -3.523 1.712 -1.971 1.39 -0.03 -0.55
C -2.511 0.803 -1.609 -2.52 1.27 0.35
N -2.599 0.165 -0.449 0.17 0.20 0.15
H -5.208 1.830 0.946 -0.24 -0.13 0.30
H -5.055 2.977 -1.216 0.22 -0.48 0.13
H -3.552 2.197 -2.945 0.31 -0.14 0.18
H -1.673 0.724 -2.248 0.85 -0.60 -0.44
C 1.372 5.602 -1.055 1.09 0.93 -1.75
N 1.053 4.506 -1.988 -0.49 -0.27 0.39
C -0.147 3.930 -2.219 0.47 -0.30 -0.26
S -0.277 2.818 -3.545 0.12 0.69 0.51
N -1.203 4.199 -1.457 -2.48 -2.27 -0.48
C -1.264 4.610 -0.050 -1.51 1.16 -0.82
H 2.243 6.176 -1.476 -0.57 -0.82 0.21
H 1.695 5.308 -0.050 -0.73 -0.06 -0.15
H 0.584 6.359 -1.155 -0.01 -0.38 0.80
H 1.659 4.195 -2.725 0.74 0.36 0.16
H -2.030 3.576 -1.779 1.85 1.47 0.85
H -1.188 5.692 -0.049 0.16 0.09 0.53
H -0.566 4.161 0.603 1.06 -0.60 0.45
H -2.269 4.383 0.347 0.41 -0.10 -0.38
```
Forces are in eV/Å.

Atomic partial charges in e from the Mulliken method, atoms 1 to 8:
1. La 1.211
2. C -1.583
3. C 0.534
4. C -0.587
5. C 0.529
6. C -1.324
7. N -0.141
8. C 0.084

Molecular formula: C17H21NO4
Method: DFT, ωB97M-V/def2-TZVPD

The energy above the lowest of the compared OMol25 structures with the same formula, charge and spin is 0.0 kJ/mol. As for the SMILES: CCCCCn1c(=O)c(C(=O)OCC)c(O)c2ccccc21. The calculated total energy comes out at -1016.17871 hartree. For the strongest force on any atom, the calculation gives 0.0137 hartree/bohr. The net charge is 0.

```
43
Properties=species:S:1:pos:R:3:forces:R:3
C 0.683 -4.407 -0.770 0.17 0.08 0.16
C 1.646 -3.389 -0.172 -0.15 0.02 -0.22
C 1.954 -2.270 -1.164 0.23 -0.07 0.29
C 3.019 -1.287 -0.676 -0.25 0.10 -0.03
C 2.577 -0.449 0.529 0.40 -0.33 0.03
N 1.378 0.327 0.251 0.04 -0.23 0.20
C 1.434 1.447 -0.534 -0.36 0.52 -0.30
C 2.645 1.972 -1.011 0.13 -0.06 0.05
C 2.668 3.109 -1.786 -0.11 -0.04 0.03
C 1.491 3.773 -2.125 -0.02 0.09 -0.06
C 0.293 3.284 -1.668 0.02 -0.12 0.08
C 0.248 2.130 -0.875 0.17 0.12 -0.13
C -1.011 1.620 -0.404 -0.13 -0.44 0.30
C -1.031 0.499 0.404 -0.31 0.08 -0.04
C 0.195 -0.164 0.815 0.11 0.19 0.01
O 0.245 -1.089 1.604 0.04 -0.07 0.07
C -2.330 -0.024 0.841 -0.08 0.17 -0.13
O -3.391 0.543 0.577 -0.01 0.02 0.00
O -2.288 -1.157 1.509 0.12 -0.03 -0.02
C -3.533 -1.705 1.939 -0.67 -0.15 0.09
C -3.252 -3.051 2.579 0.15 0.40 -0.20
H -2.802 -3.721 1.852 0.02 -0.12 -0.04
H -4.178 -3.485 2.945 -0.08 -0.05 0.03
H -2.558 -2.926 3.405 0.04 -0.05 0.12
H -4.200 -1.798 1.073 0.09 0.04 0.17
H -3.998 -1.012 2.650 0.05 -0.09 -0.15
O -2.104 2.260 -0.781 0.05 0.00 0.01
H -2.884 1.793 -0.365 0.23 -0.06 0.04
H -0.639 3.771 -1.904 -0.06 0.06 -0.04
H 1.525 4.661 -2.736 -0.02 0.08 -0.05
H 3.617 3.491 -2.133 0.09 0.01 -0.01
H 3.582 1.499 -0.768 0.04 -0.10 0.03
H 3.381 0.217 0.851 -0.08 -0.02 0.02
H 2.325 -1.107 1.362 0.11 0.21 -0.11
H 3.283 -0.626 -1.505 0.12 -0.01 0.02
H 3.916 -1.839 -0.387 0.08 0.02 -0.03
H 2.305 -2.713 -2.100 -0.07 0.03 -0.06
H 1.033 -1.725 -1.388 -0.06 0.00 -0.11
H 2.576 -3.889 0.110 0.07 0.00 0.06
H 1.196 -2.970 0.728 0.12 -0.02 0.04
H -0.258 -3.928 -1.032 -0.14 0.01 -0.06
H 0.474 -5.200 -0.055 -0.09 -0.12 0.01
H 1.102 -4.857 -1.669 -0.01 -0.07 -0.10
```
Forces are in eV/Å.

Atomic partial charges in e from the Mulliken method, atoms 1 to 8:
1. C -1.478
2. C -0.116
3. C -0.691
4. C -0.583
5. C -1.519
6. N 0.069
7. C 0.564
8. C -0.762

Molecular formula: C5H11FN2
Method: DFT, ωB97M-V/def2-TZVPD

The energy above the lowest of the compared OMol25 structures with the same formula, charge and spin is 0.0 kJ/mol. As for the SMILES: N[C@@]1(CF)CCNC1. The calculated total energy comes out at -406.48331 hartree. For the strongest force on any atom, the calculation gives 0.0215 hartree/bohr. The net charge is 0.

```
19
Properties=species:S:1:pos:R:3:forces:R:3
C -0.479 0.296 -0.161 0.21 -0.15 -0.44
C 0.037 1.493 -0.962 -0.17 -0.27 0.07
C 0.197 0.247 1.225 -0.49 -0.99 0.11
C 1.108 -0.997 1.187 0.04 0.67 -0.70
C 0.016 -1.006 -0.848 -0.59 -0.21 0.03
H -2.355 0.243 -0.957 -0.06 0.00 -0.04
H -2.236 1.207 0.360 0.21 -0.62 -0.26
H 1.117 1.463 -1.069 0.18 -0.03 0.01
H -0.429 1.541 -1.950 -0.04 -0.04 0.03
H 0.756 1.130 1.418 0.52 0.82 0.10
H -0.566 0.160 2.006 0.16 -0.01 -0.16
H 2.054 -0.854 1.681 0.36 0.13 0.29
H 0.610 -1.829 1.647 -0.41 -0.67 0.28
H 1.701 -2.116 -0.454 0.08 -0.06 -0.02
H -0.721 -1.825 -0.596 0.58 0.65 -0.19
H 0.085 -0.925 -1.948 -0.05 0.02 0.40
N -1.933 0.303 -0.037 -0.22 0.57 0.28
N 1.333 -1.197 -0.254 -0.28 0.00 0.17
F -0.297 2.667 -0.289 -0.02 0.17 0.04
```
Forces are in eV/Å.

Atomic partial charges in e from the Mulliken method, atoms 1 to 8:
1. C 1.590
2. C -0.939
3. C -1.046
4. C -0.578
5. C -1.187
6. H 0.267
7. H 0.289
8. H 0.432

Molecular formula: C18H36N
Method: DFT, ωB97M-V/def2-TZVPD

The energy above the lowest of the compared OMol25 structures with the same formula, charge and spin is 8.7 kJ/mol. As for the SMILES: CC#CC[N+](C)(C)CCCCCCCCCCCC. The calculated total energy comes out at -761.92004 hartree. For the strongest force on any atom, the calculation gives 0.0192 hartree/bohr. The net charge is +1.

```
55
Properties=species:S:1:pos:R:3:forces:R:3
C -7.421 -3.074 -1.021 -0.31 -0.35 -0.05
C -6.468 -2.006 -0.892 0.56 0.63 0.10
C -5.673 -1.113 -0.785 -0.23 -0.27 -0.01
C -4.709 -0.033 -0.700 -0.15 -0.11 -0.78
H -5.145 0.884 -1.106 0.18 0.04 0.14
H -3.826 -0.295 -1.289 0.00 0.18 0.17
N -4.278 0.235 0.709 -0.07 0.05 0.02
C -3.631 -0.970 1.256 0.41 -0.80 0.32
H -4.340 -1.797 1.247 -0.03 0.14 -0.02
H -2.772 -1.250 0.651 -0.06 0.11 -0.04
H -3.303 -0.789 2.277 -0.05 0.15 -0.03
C -5.469 0.544 1.522 -0.80 0.13 0.53
H -6.170 -0.289 1.476 0.14 0.02 -0.03
H -5.966 1.435 1.141 0.13 0.00 -0.10
H -5.184 0.715 2.558 0.17 -0.01 -0.07
C -3.358 1.410 0.763 0.75 0.62 -0.18
C -2.084 1.320 -0.073 -0.05 0.09 0.17
H -2.314 1.300 -1.138 -0.01 -0.08 -0.05
H -1.514 0.427 0.179 -0.02 -0.10 -0.06
C -1.206 2.546 0.203 -0.01 -0.06 -0.25
C 0.032 2.593 -0.694 -0.03 -0.18 0.30
C 1.010 1.444 -0.452 0.09 0.35 -0.24
C 2.309 1.651 -1.230 -0.07 -0.38 0.02
C 3.262 0.458 -1.148 0.06 0.31 0.18
C 3.835 0.234 0.250 -0.06 -0.31 -0.19
C 4.838 -0.921 0.308 0.11 0.34 0.06
C 6.177 -0.591 -0.349 -0.10 -0.35 -0.06
C 7.163 -1.760 -0.320 0.04 0.21 0.10
C 7.658 -2.101 1.080 -0.07 -0.05 -0.23
H 8.419 -2.876 1.031 0.07 -0.07 0.09
H 8.095 -1.223 1.553 0.06 0.08 0.10
H 6.848 -2.464 1.708 -0.04 -0.04 0.13
H 6.690 -2.640 -0.763 0.03 -0.02 -0.10
H 8.023 -1.501 -0.942 -0.02 -0.08 -0.06
H 6.010 -0.311 -1.391 0.02 0.10 -0.02
H 6.624 0.268 0.158 0.02 0.11 -0.02
H 5.012 -1.170 1.356 -0.02 -0.11 0.01
H 4.405 -1.800 -0.175 -0.02 -0.11 0.03
H 3.019 0.014 0.942 -0.02 0.09 0.07
H 4.322 1.150 0.591 -0.01 0.09 0.09
H 2.741 -0.446 -1.474 0.01 -0.07 -0.07
H 4.082 0.633 -1.845 0.01 -0.08 -0.08
H 2.061 1.828 -2.280 0.00 0.10 -0.03
H 2.816 2.542 -0.856 0.01 0.11 -0.03
H 0.566 0.497 -0.766 -0.02 -0.12 0.05
H 1.228 1.381 0.615 -0.04 -0.09 0.10
H -0.277 2.595 -1.742 0.01 0.07 -0.08
H 0.549 3.534 -0.505 0.00 0.06 -0.07
H -1.793 3.451 0.037 -0.06 0.06 0.08
H -0.890 2.540 1.248 -0.03 0.04 0.09
H -3.925 2.288 0.444 -0.12 -0.14 0.07
H -3.080 1.554 1.810 -0.18 -0.09 -0.02
H -8.319 -2.849 -0.448 -0.05 -0.07 -0.02
H -6.990 -4.008 -0.663 -0.07 -0.06 -0.02
H -7.692 -3.191 -2.069 -0.07 -0.08 -0.01
```
Forces are in eV/Å.

Atomic partial charges in e from the Mulliken method, atoms 1 to 8:
1. C -1.137
2. C 0.281
3. C -0.531
4. C -0.059
5. H 0.426
6. H 0.353
7. N 0.084
8. C -0.895

Molecular formula: C4H6N2O2
Method: DFT, ωB97M-V/def2-TZVPD

The energy above the lowest of the compared OMol25 structures with the same formula, charge and spin is 249.9 kJ/mol. As for the SMILES: [H]/N=C1\CC(=O)O[C@H]1N. The calculated total energy comes out at -415.94545 hartree. For the strongest force on any atom, the calculation gives 0.0871 hartree/bohr. The net charge is 0.

```
14
Properties=species:S:1:pos:R:3:forces:R:3
C -0.242 -1.158 0.905 0.13 -0.30 -0.84
C -0.138 0.739 -0.515 -0.14 -2.64 -1.65
C 0.745 -0.260 0.206 0.07 -0.20 -0.79
N 0.446 1.910 -0.921 -0.15 0.02 -0.01
C -1.564 -0.599 0.382 -1.42 2.38 3.51
N 1.974 -0.358 -0.043 0.28 0.44 0.48
O -1.301 0.879 0.207 -1.55 -1.69 0.91
O -2.675 -0.992 0.552 1.13 0.06 -1.08
H 1.436 1.862 -1.113 -0.16 -0.02 -0.12
H -0.119 2.553 -1.451 0.19 -0.10 -0.07
H 2.438 -1.113 0.459 -0.15 -0.14 -0.11
H -0.671 -0.199 -1.294 1.99 2.05 -0.20
H -0.148 -2.210 0.635 0.16 0.05 0.07
H -0.182 -1.056 1.992 -0.38 0.09 -0.10
```
Forces are in eV/Å.

Atomic partial charges in e from the Mulliken method, atoms 1 to 8:
1. C -0.239
2. C 0.217
3. C 0.383
4. N -0.476
5. C 0.286
6. N -0.691
7. O -0.399
8. O -0.466

Molecular formula: H21O10
Method: DFT, ωB97M-V/def2-TZVPD

The energy above the lowest of the compared OMol25 structures with the same formula, charge and spin is 433.2 kJ/mol. The calculated total energy comes out at -764.61883 hartree. For the strongest force on any atom, the calculation gives 0.2039 hartree/bohr. The net charge is +1.

```
31
Properties=species:S:1:pos:R:3:forces:R:3
O -2.115 -0.873 2.757 -2.87 0.79 -0.60
H -2.676 -3.340 0.498 3.15 1.17 1.13
H 2.559 1.397 2.956 3.26 1.41 0.34
O 1.727 1.050 2.868 -3.83 -0.42 1.06
H -1.102 0.186 1.336 0.28 -0.08 -0.83
H 1.522 1.283 1.000 0.89 -0.71 -0.10
O 2.392 1.290 0.543 -0.90 2.09 -0.92
H -3.102 -0.917 2.963 2.00 0.24 -0.42
H 2.465 2.284 0.498 0.56 -1.41 -0.34
O -0.062 2.610 -2.836 -4.82 -6.94 4.80
H 0.510 2.902 -3.370 7.36 3.02 -6.84
H -0.439 3.359 -2.540 -2.58 3.80 2.01
O -1.649 -3.107 0.681 -3.83 -2.51 -1.19
H -0.372 2.068 1.223 2.47 -0.85 -1.92
H -1.338 -3.899 0.169 0.39 0.98 0.66
O -1.197 -1.766 -1.337 2.78 1.69 1.92
H -1.655 -1.446 -0.424 0.81 -0.85 -2.13
H -0.163 -1.377 -1.053 -3.73 -1.94 -1.26
O -0.535 -0.223 0.631 0.22 0.43 -1.49
H -1.233 -1.261 -2.247 0.15 -0.12 1.52
H -0.480 0.246 -0.260 -0.47 0.19 2.31
O 0.009 -0.341 -2.718 -1.60 1.63 -0.74
H -0.282 0.577 -2.947 1.04 -0.69 0.07
H -1.730 -1.404 3.425 0.78 -0.89 1.05
O 2.234 -1.190 -2.196 1.93 -1.03 1.12
H 1.867 0.144 2.656 0.11 -1.17 -0.15
O -0.960 2.380 1.836 -4.74 -0.43 -1.29
H -0.542 2.723 2.552 2.21 1.39 3.21
H 0.965 -0.543 -2.793 0.16 0.38 -0.15
H 2.789 -1.944 -2.561 -0.81 1.53 1.00
H 2.595 -0.867 -1.309 -0.35 -0.70 -1.85
```
Forces are in eV/Å.

Atomic partial charges in e from the Mulliken method, atoms 1 to 8:
1. O -0.581
2. H 0.356
3. H 0.310
4. O -0.592
5. H 0.404
6. H 0.363
7. O -0.668
8. H 0.290

Number 1: HOMO-LUMO gap 6.188 eV. Number 2: HOMO-LUMO gap 8.491 eV. Number 3: HOMO-LUMO gap 10.163 eV. Number 4: HOMO-LUMO gap 9.920 eV. Number 5: HOMO-LUMO gap 9.661 eV. Number 6: HOMO-LUMO gap 10.596 eV.